This record from OMol25 describes a structure of composition C17H30N2Tl in a non-equilibrium geometry. The level of theory is the ωB97M-V functional and the def2-TZVPD basis.

- F_max: 2.352 eV/Å
- Gap between HOMO and LUMO: 3.14 eV
- Lowest unoccupied orbital energy: -0.5640 hartree

```
! RIJCOSX wB97M-V def2-TZVPD def2/J DEFGRID3
* xyz 3 1
C 6.01 0.72 1.92
C 5.57 1.90 1.03
C 5.36 1.52 -0.42
C 3.98 0.92 -0.76
C 3.84 -0.59 -0.78
C 2.37 -1.03 -1.05
C 1.67 -1.29 0.27
C 0.09 -0.79 0.29
C -0.62 -1.88 -0.38
C -2.10 -1.37 -0.97
C -3.01 -1.42 0.23
C -4.27 -0.77 -0.46
C -5.21 -0.54 0.76
C -5.67 0.95 0.75
C -4.56 1.84 0.51
N -3.70 2.55 0.28
C -6.90 1.19 -0.17
C -6.85 2.41 -0.94
N -6.81 3.37 -1.56
H 5.48 0.69 2.87
H 7.06 0.81 2.18
H 5.89 -0.24 1.43
H 6.32 2.67 1.09
H 4.65 2.32 1.43
H 5.44 2.41 -1.04
H 6.22 0.90 -0.74
H 3.72 1.27 -1.75
H 3.27 1.35 -0.06
H 4.17 -1.02 0.17
H 4.43 -1.02 -1.59
H 1.87 -0.24 -1.61
H 2.38 -1.94 -1.63
H 1.71 -2.34 0.52
H 2.06 -0.68 1.08
H -0.19 -0.69 1.33
H 0.04 0.16 -0.23
H -0.19 -2.19 -1.34
H -0.72 -2.75 0.26
H -2.37 -2.08 -1.75
H -2.00 -0.39 -1.42
H -2.65 -0.89 1.10
H -3.22 -2.44 0.53
H -4.68 -1.47 -1.17
H -4.02 0.14 -1.00
H -6.04 -1.24 0.64
H -4.78 -0.77 1.73
H -5.97 1.13 1.79
H -7.08 0.35 -0.84
H -7.77 1.24 0.48
Tl 7.76 -0.73 -1.00
*
```

Atomic partial charges in e from the Löwdin method, atoms 1 to 2: -0.09, -0.23